Computed, not measured: a 2-piece molecular cluster, C4H15N2O overall in a non-equilibrium geometry, with the ωB97M-V functional and the def2-TZVPD basis.

```
22
Properties=species:S:1:pos:R:3:forces:R:3:mulliken_charge:R:1
C -1.42569 0.42543 -0.57613 -0.71 0.77 -0.09 -0.86
C -0.16840 0.34186 -1.39859 0.18 -0.52 -0.27 -0.56
C 1.11928 0.21653 -0.60755 0.66 0.30 1.32 -0.43
C 1.60931 1.54617 -0.00216 -0.80 -0.41 0.18 -0.56
N 0.85803 1.91395 1.19907 -0.50 0.36 -0.49 -0.44
N -1.78759 -0.89562 0.05709 1.23 0.84 0.32 -0.13
H -1.37443 1.22043 0.16407 0.23 -0.31 0.47 0.45
H -2.29216 0.71491 -1.16643 0.01 -0.22 -0.34 0.36
H -0.15187 1.22110 -2.03817 0.10 0.11 -0.04 0.37
H -0.25324 -0.51031 -2.06745 -0.08 -0.19 -0.31 0.33
H 1.03170 -0.49826 0.22106 -0.32 -0.05 0.07 0.15
H 1.95883 -0.21593 -1.13703 -0.13 0.06 -0.81 0.37
H 1.43933 2.28198 -0.79183 0.36 0.32 0.15 0.25
H 2.65980 1.48330 0.24342 0.38 -0.03 -0.24 0.39
H 1.37222 2.42303 1.89638 0.07 -0.03 0.04 0.24
H 0.28881 1.19510 1.60805 0.31 -0.21 0.19 0.13
H -0.98929 -1.27593 0.59732 -0.10 -0.25 -0.07 0.23
H -1.94527 -1.56565 -0.68831 -0.55 -0.25 0.10 0.37
H -2.55615 -0.77875 0.71087 -0.38 -0.35 -0.23 0.37
H 0.02859 -3.66269 0.75568 -0.08 0.08 0.07 0.31
H 0.68268 -2.74803 1.78738 -0.12 -0.01 0.03 0.32
O -0.10447 -2.83262 1.23326 0.24 -0.01 -0.06 -0.67
```
Positions in Å, forces in eV/Å.

lowest unoccupied orbital energy: -3.3 eV
net charge: +1
total energy: -9412.7103 eV
highest occupied orbital energy: -12.3 eV
energy above the lowest of the compared OMol25 structures with the same formula, charge and spin: 21.95 kcal per mole